Entry 1:
A 20-piece molecular cluster, C9H56NO20 overall in a non-equilibrium geometry, computed with wB97M-V/def2-TZVPD.

The geometry in XYZ format:
```
86
Properties=species:S:1:pos:R:3:lowdin_charge:R:1
C 1.268 2.469 1.143 -0.06
C 0.948 1.016 0.701 -0.49
C 1.032 0.033 1.951 -0.14
C 0.422 -1.340 1.658 -0.22
C -1.008 -1.220 1.165 -0.17
C -1.067 -0.406 -0.141 -0.48
N -0.374 0.910 -0.006 -0.19
O -0.415 1.816 -1.153 -0.37
C -2.606 -0.129 -0.346 -0.06
C -0.596 -1.324 -1.372 -0.04
C 2.100 0.520 -0.175 -0.08
H 2.183 2.532 1.732 0.06
H 0.520 3.059 1.672 0.07
H 1.508 3.025 0.236 0.06
H 0.413 0.576 2.664 0.10
H 2.019 -0.147 2.377 0.10
H 0.493 -2.088 2.448 0.10
H 0.996 -1.837 0.876 0.08
H -1.711 -0.917 1.942 0.11
H -1.237 -2.242 0.865 0.10
H -2.760 0.558 -1.178 0.06
H -3.080 0.251 0.559 0.06
H -3.057 -1.075 -0.648 0.06
H -0.343 -0.671 -2.208 0.06
H -1.336 -2.058 -1.691 0.06
H 0.359 -1.816 -1.191 0.05
H 2.319 -0.548 -0.202 0.06
H 3.018 0.898 0.275 0.06
H 2.068 0.946 -1.177 0.07
O 5.583 -3.344 -3.524 -0.05
H 5.828 -3.785 -2.711 0.03
H 4.810 -3.817 -3.831 0.03
O 4.629 6.928 6.519 -0.05
H 5.501 7.002 6.131 0.03
H 4.058 7.406 5.917 0.03
O -0.843 -4.586 -7.784 -0.06
H -1.382 -3.796 -7.764 0.03
H 0.010 -4.287 -8.098 0.03
O -2.090 6.587 5.345 -0.06
H -1.521 5.840 5.158 0.03
H -2.480 6.809 4.500 0.03
O 1.790 1.851 -5.913 -0.06
H 1.223 1.947 -5.148 0.03
H 2.656 1.667 -5.547 0.03
O 8.695 3.237 -2.228 -0.05
H 8.406 3.499 -1.354 0.03
H 9.584 2.908 -2.098 0.03
O -8.407 -2.895 -4.602 -0.05
H -8.550 -3.423 -3.817 0.03
H -8.012 -3.499 -5.230 0.03
O -3.363 -7.599 -0.245 -0.06
H -3.696 -6.710 -0.124 0.03
H -2.472 -7.571 0.104 0.03
O 2.327 0.515 9.230 -0.05
H 1.963 0.714 10.093 0.02
H 1.572 0.532 8.641 0.03
O 5.882 -4.543 2.824 -0.05
H 5.729 -3.770 2.280 0.03
H 6.817 -4.724 2.725 0.03
O -7.867 -2.953 3.905 -0.06
H -7.387 -2.139 3.754 0.03
H -7.580 -3.244 4.770 0.03
O 6.581 0.553 -5.363 -0.05
H 7.013 1.062 -4.677 0.02
H 6.533 -0.335 -5.009 0.02
O 0.009 7.385 -3.481 -0.06
H 0.088 6.482 -3.174 0.03
H -0.244 7.305 -4.401 0.02
O -3.698 5.029 0.689 -0.06
H -3.940 5.589 -0.049 0.02
H -3.065 4.411 0.324 0.03
O 2.201 -6.730 -2.065 -0.06
H 1.794 -6.877 -1.210 0.03
H 1.529 -6.985 -2.697 0.03
O -3.247 2.729 -6.085 -0.06
H -3.028 2.598 -5.163 0.03
H -2.510 3.227 -6.439 0.02
O -5.245 2.001 4.840 -0.06
H -4.912 2.554 4.133 0.03
H -4.560 2.028 5.508 0.03
O 3.182 -7.358 4.700 -0.05
H 3.717 -6.628 4.387 0.02
H 3.778 -7.877 5.240 0.03
O -8.794 2.555 -1.014 -0.06
H -8.752 3.120 -0.243 0.03
H -7.922 2.617 -1.404 0.03
```

Results
Charge: -1
Energy relative to the best compared isomer or geometry (same formula, charge and spin) (kcal/mol): 131.0
E (a.u.): -1935.9185


Entry 2:
An isolated ion of composition CH4O2PS and charge -1 in a non-equilibrium geometry, computed with wB97M-V/def2-TZVPD.

The geometry in XYZ format:
```
9
Properties=species:S:1:pos:R:3:lowdin_charge:R:1
O 0.987 0.418 -1.361 -0.59
P -0.249 0.831 -0.592 0.41
O 0.388 1.908 0.536 -0.41
C -0.390 -0.617 0.666 -0.77
S -0.835 -2.009 -0.406 0.53
H 1.175 1.986 -0.092 0.02
H -1.241 -0.447 1.429 0.03
H 0.564 -0.654 1.257 0.03
H -0.399 -1.416 -1.436 -0.26
```

Results
Charge: -1
SMILES: [O-]P(O)CS
Energy relative to the best compared isomer or geometry (same formula, charge and spin) (kcal/mol): 60.3
E (a.u.): -930.5910


Entry 3:
A 16-piece molecular cluster, H32O16 overall in a non-equilibrium geometry, computed with wB97M-V/def2-TZVPD.

The geometry in XYZ format:
```
48
Properties=species:S:1:pos:R:3:lowdin_charge:R:1
O -1.891 -0.598 2.600 -0.02
H -1.022 -0.475 2.958 0.02
H -2.329 -0.943 3.372 0.09
O 0.042 -0.388 0.089 -0.02
H -0.545 0.367 0.274 0.05
H 0.590 -0.172 -0.620 -0.02
O -2.332 2.112 2.451 -0.05
H -2.187 1.129 2.443 0.02
H -2.617 2.240 1.568 -0.02
O -0.134 2.670 -0.048 -0.05
H 0.515 2.859 0.630 0.03
H -0.845 3.273 0.234 0.07
O 0.813 -0.268 2.594 -0.05
H 0.665 -0.565 1.686 0.01
H 0.946 -0.937 3.243 0.08
O 0.271 -3.367 -0.452 -0.02
H 0.027 -2.583 -0.835 -0.09
H -0.100 -3.435 0.432 0.05
O -2.736 1.114 -0.139 -0.08
H -3.525 1.745 -0.051 0.12
H -3.078 0.582 -0.879 0.07
O 0.433 2.566 2.705 -0.05
H -0.476 2.374 2.452 -0.02
H 1.014 1.875 2.494 -0.06
O 2.345 -1.321 -1.570 -0.06
H 3.148 -0.819 -1.516 0.06
H 2.599 -2.268 -1.718 0.11
O -2.667 -1.802 0.279 -0.05
H -2.436 -1.136 0.960 -0.01
H -1.925 -1.783 -0.272 -0.05
O 1.295 -0.747 -4.026 -0.06
H 1.972 -0.709 -4.724 0.07
H 1.644 -0.285 -3.260 -0.01
O 1.260 1.413 -1.970 -0.07
H 1.317 2.069 -1.264 0.02
H 0.345 1.313 -2.272 0.00
O -1.378 0.966 -2.499 0.00
H -1.391 0.058 -2.305 -0.03
H -1.683 1.339 -1.717 -0.03
O 2.647 1.309 1.719 -0.05
H 2.074 0.546 1.845 -0.03
H 2.965 1.401 0.815 0.05
O -0.830 -1.671 -2.376 -0.04
H 0.060 -1.620 -2.759 0.03
H -1.378 -1.606 -3.157 0.08
O 2.610 -1.984 1.162 -0.05
H 3.468 -2.382 1.070 0.04
H 2.439 -1.458 0.351 0.00
```

Results
Energy relative to the best compared isomer or geometry (same formula, charge and spin) (kcal/mol): 114.6
E (a.u.): -1223.0161


- Among the records above, which one has the highest energy relative to the best compared isomer or geometry (same formula, charge and spin)?
  C9H56NO20